[1]
Computed, not measured: C3H5NO2 as an isolated structure in a non-equilibrium geometry, with ωB97M-V/def2-TZVPD.

The calculation puts the calculated total energy at -322.421404 hartree. The calculation puts the LUMO energy at 0.838 eV. Its gap between HOMO and LUMO is 10.2 eV. The calculation puts the HOMO energy at -9.3 eV.

```
11
Properties=species:S:1:pos:R:3:mulliken_charge:R:1
C 0.4773 -1.4787 -0.8909 -0.6328
N 1.2290 -0.4406 -0.2320 -0.1011
C 0.7455 0.6465 0.3963 -0.4816
O -0.6282 0.7510 0.1823 -0.1485
C -1.3056 1.7452 0.8579 0.1628
O -0.8871 2.4388 1.7406 -0.4112
H 1.1424 -2.3183 -1.1076 0.2940
H 0.1001 -1.0669 -1.8342 0.2388
H -0.3770 -1.8172 -0.2936 0.2752
H 1.8322 -0.2320 0.7361 0.4808
H -2.3286 1.7720 0.4452 0.3236
```

[2]
Computed, not measured: CH3Br2ClSi as an isolated structure in a non-equilibrium geometry, with ωB97M-V/def2-TZVPD.

The calculation puts the calculated total energy at -5937.560951 hartree. The calculation puts the LUMO energy at -0.511 eV. Its gap between HOMO and LUMO is 8.0 eV. The calculation puts the HOMO energy at -8.6 eV.

```
8
Properties=species:S:1:pos:R:3:mulliken_charge:R:1
C -0.2936 2.0261 1.6289 -0.3932
Si -2.7987 -0.0269 -0.9293 0.1698
Cl 0.4909 0.7249 0.8441 -0.0889
Br -1.4418 2.7957 -0.0113 -0.1218
Br -2.0738 -1.2410 0.7550 -0.1705
H -0.9710 1.5878 2.3551 0.2928
H 0.3863 2.6384 2.1498 0.3616
H -3.9468 0.7517 -0.1032 -0.0497
```

[3]
Computed, not measured: a 2-piece molecular cluster, C4H2O overall in a non-equilibrium geometry, with ωB97M-V/def2-TZVPD.

The calculation puts the calculated total energy at -228.544694 hartree. The calculation puts the LUMO energy (alpha / beta) at -2.391 / -2.391 eV. Its gap between HOMO and LUMO (alpha / beta) is 7.8 / 7.8 eV. The calculation puts the HOMO energy (alpha / beta) at -10.2 / -10.2 eV.

```
7
Properties=species:S:1:pos:R:3:mulliken_charge:R:1
C -1.2847 -0.7829 -0.0613 0.4297
C -2.4243 -1.3324 -0.2270 -0.4724
C 0.6536 0.9382 -0.1026 0.2017
C -0.1670 -0.1800 0.2018 -0.2467
O 0.9111 1.9525 0.4684 -0.3955
H 1.1322 0.6875 -1.0889 0.2919
H 1.1792 -1.2830 0.8095 0.1913
```

[4]
Computed, not measured: a 2-piece molecular cluster, C21H23N4 overall in a non-equilibrium geometry, with ωB97M-V/def2-TZVPD.

The calculation puts the calculated total energy at -1032.793777 hartree. The calculation puts the LUMO energy at -4.790 eV. Its gap between HOMO and LUMO is 5.4 eV. Its charge is +1. The calculation puts the HOMO energy at -10.2 eV.

```
48
Properties=species:S:1:pos:R:3:mulliken_charge:R:1
C 4.1735 -0.1229 1.1679 -0.9118
N 2.7890 -0.5937 1.1548 0.1858
C 1.6870 0.2052 1.0636 -1.0866
C 0.5233 -0.5753 1.1357 1.0975
C -0.7945 -0.0779 1.2104 -0.5499
C -2.0145 -0.8431 1.1795 0.6347
C -2.2445 -1.8801 0.2480 -0.7418
C -3.4197 -2.5934 0.2627 -0.5778
C -4.3961 -2.3187 1.2066 -0.4334
C -4.2044 -1.2968 2.1212 -0.6227
C -3.0495 -0.5548 2.0952 -0.4580
C 0.9710 -1.9430 1.3038 1.3007
C 0.2874 -3.1412 1.5284 -0.1378
C 1.0023 -4.3027 1.6989 -0.9170
C 2.3984 -4.2943 1.6570 -0.6819
C 3.0938 -3.1212 1.4702 -0.9204
C 2.3777 -1.9331 1.3008 -0.1307
H 4.8706 -0.9524 1.2582 0.2993
H 4.3944 0.4149 0.2486 0.3302
H 4.3323 0.5522 2.0062 0.3523
H 1.7220 1.2743 0.9596 0.5029
H -0.8841 0.9756 1.4190 0.5489
H -1.4969 -2.0863 -0.4984 0.5920
H -3.5937 -3.3653 -0.4699 0.4403
H -5.3048 -2.8995 1.2334 0.4193
H -4.9543 -1.0966 2.8700 0.4206
H -2.9009 0.2423 2.8026 0.4405
H -0.7837 -3.1480 1.5824 0.4035
H 0.4840 -5.2322 1.8747 0.4375
H 2.9410 -5.2185 1.7770 0.4109
H 4.1694 -3.1039 1.4558 0.3044
C -2.0700 2.1177 -1.6652 -0.2817
C -1.7452 3.6182 -1.9020 -0.6709
N -0.3954 3.5124 -2.4608 0.1388
C 0.7499 4.4001 -2.7783 -0.4822
C 1.9067 3.4040 -3.0430 -0.4765
N 1.3828 2.0935 -2.6183 -0.1482
C 0.0219 2.1762 -2.3256 0.0060
N -0.8974 1.3681 -1.8871 -0.5484
H -2.4226 1.9291 -0.6412 0.1652
H -2.8523 1.7669 -2.3553 0.3398
H -2.4273 4.1126 -2.6026 0.3028
H -1.7099 4.1921 -0.9714 0.2851
H 0.5167 5.0310 -3.6400 0.3062
H 0.9507 5.0553 -1.9260 0.2446
H 2.1843 3.3677 -4.1016 0.3053
H 2.8059 3.6577 -2.4729 0.2731
H 1.8256 1.2281 -2.9324 0.2896
```

[5]
Computed, not measured: a 7-piece molecular cluster, C28H42O21 overall in a non-equilibrium geometry, with ωB97M-V/def2-TZVPD.

The calculation puts the calculated total energy at -2671.842265 hartree. The calculation puts the LUMO energy at 0.091 eV. Its gap between HOMO and LUMO is 10.0 eV. The calculation puts the HOMO energy at -9.9 eV.

```
91
Properties=species:S:1:pos:R:3:mulliken_charge:R:1
C 0.7278 5.3951 -2.7975 -1.3757
C -0.4722 4.6901 -3.3305 0.1802
C -0.3572 3.5921 -4.3635 -0.4128
O -0.4352 2.4911 -3.5515 -0.1394
C -0.9812 2.7291 -2.4345 0.6147
O -1.3892 1.8751 -1.6435 -0.5423
O -1.1372 4.0281 -2.2705 -0.3674
H 1.3928 5.9601 -3.5455 0.3018
H 1.2708 4.6111 -2.4735 0.3622
H 0.3128 5.9011 -2.0115 0.4372
H -1.2292 5.3141 -3.6815 0.4022
H 0.6018 3.7081 -4.9055 0.2870
H -1.3022 3.6691 -5.0325 0.3039
C -1.2742 -2.0289 -6.6825 -2.1161
C -1.7242 -1.6099 -5.3245 1.2674
C -1.4642 -0.1459 -4.8835 -0.3365
O -2.5152 0.1641 -4.0815 -0.1480
C -3.4312 -0.7909 -4.1565 0.4576
O -4.4902 -0.6259 -3.6095 -0.5694
O -3.0352 -1.8309 -4.9565 -0.3966
H -1.4422 -2.9309 -6.9575 0.6087
H -0.2002 -1.8479 -6.9235 0.3197
H -1.9272 -1.5349 -7.1495 0.6654
H -0.7232 -2.1059 -4.6965 -0.1511
H -1.4642 0.3891 -5.7785 0.3453
H -0.5892 -0.0989 -4.1755 0.0929
C -0.8372 1.9831 2.2265 -1.0609
C -1.1162 3.3701 2.6195 0.7985
C -2.5332 4.0841 2.5635 -0.2668
O -3.0662 3.7761 3.7945 -0.3059
C -2.0742 3.6291 4.7195 0.5360
O -2.2412 3.4031 5.9445 -0.5686
O -0.8352 3.4811 4.0315 -0.3165
H -1.6822 1.2211 2.7465 0.1795
H 0.0088 1.5301 2.4505 0.3440
H -1.0432 1.9991 1.1185 0.1252
H -0.1872 4.1051 2.0935 0.0014
H -3.0792 3.5101 1.7475 0.2702
H -2.5432 5.1631 2.1965 0.2396
C 3.1928 -0.6529 -0.6185 -1.7236
C 1.7038 -0.9159 -0.2505 1.8629
C 0.7818 -1.1759 -1.4255 -0.4063
O 0.5308 -2.5019 -1.3125 -0.3156
C 1.1568 -3.1229 -0.3525 0.5002
O 1.0588 -4.2909 -0.0235 -0.6381
O 1.9108 -2.2039 0.3185 -0.2856
H 3.7088 -1.3979 -1.2235 0.4280
H 3.6908 -0.5259 0.3715 0.1530
H 3.3258 0.3091 -0.9055 0.5891
H 1.3088 -0.1039 0.5135 -0.8286
H 1.3408 -0.9999 -2.4445 -0.0032
H 0.0248 -0.5059 -1.3755 0.4231
C -4.2752 -4.6399 -0.3095 -1.7193
C -2.8322 -4.1859 -0.3425 0.2681
C -2.6552 -3.1109 -1.3915 -0.4382
O -2.7082 -1.9279 -0.5525 -0.2301
C -2.3402 -2.2609 0.7315 0.5034
O -2.0962 -1.3679 1.5755 -0.5965
O -2.5272 -3.5899 0.9325 -0.2834
H -4.9402 -3.8309 -0.3645 0.4275
H -4.6462 -5.4439 0.5955 0.2336
H -4.4452 -5.1619 -1.1355 0.5900
H -2.3512 -5.0499 -0.6385 0.4757
H -3.4002 -2.9979 -2.0295 0.7741
H -1.7172 -3.2169 -1.9275 0.0335
C 2.9748 -2.7699 3.4895 -1.5350
C 1.5518 -2.7739 4.1145 0.6341
C 0.6418 -3.9269 3.7605 -0.0384
O 0.6858 -4.7529 4.8725 -0.3210
C 1.3278 -4.0719 5.8345 0.5669
O 1.3828 -4.3899 7.0785 -0.6564
O 1.8298 -2.9739 5.4305 -0.3250
H 3.3998 -1.9159 3.7325 0.6117
H 2.9748 -2.8499 2.4275 0.1979
H 3.3978 -3.7749 3.5655 0.3905
H 1.1418 -1.7629 4.1155 0.2100
H 0.9778 -4.4539 2.8185 0.1179
H -0.4202 -3.6779 3.6255 0.1702
C 4.5998 1.3301 2.7145 -1.3488
C 3.1198 1.5321 2.7325 0.0549
C 2.7138 2.9481 3.2595 -0.4284
O 2.3328 3.6851 2.1035 -0.3623
C 2.5458 2.9061 0.9485 0.5169
O 2.2958 3.2991 -0.1565 -0.5644
O 3.0188 1.7341 1.2715 -0.0218
H 5.0458 1.4701 3.7995 0.3851
H 5.2518 2.0701 2.1435 0.3155
H 4.9928 0.3681 2.3455 0.3397
H 2.7608 0.7571 2.8605 0.7863
H 3.3458 3.6641 3.8845 0.2994
H 1.8208 2.9811 3.9745 0.1440
```